Model i:
Formula: C3H3NOS2
Source: OMol25
Level of theory: ωB97M-V/def2-TZVPD

The geometry in XYZ format:
```
10
Properties=species:S:1:pos:R:3:mulliken_charge:R:1
S -2.853 -1.009 -0.052 -0.35
C -1.331 -0.371 -0.085 0.14
N -0.933 0.972 -0.103 -0.09
C 0.477 1.057 -0.057 -0.29
C 0.892 -0.221 -0.119 0.34
S 2.489 -0.902 -0.062 -0.26
O -0.195 -1.076 -0.056 -0.31
H -1.572 1.694 0.218 0.27
H 0.950 2.027 0.113 0.39
H 2.075 -2.171 0.203 0.16
```

- HOMO level: -0.2966 Eh
- LUMO: 0.54 eV
- Molecular weight: 133.197 g/mol
- Gap between HOMO and LUMO: 8.606 eV
- Total charge: 0

Model ii:
Formula: C3H3NOS2
Source: OMol25
Level of theory: ωB97M-V/def2-TZVPD

The geometry in XYZ format:
```
10
Properties=species:S:1:pos:R:3:mulliken_charge:R:1
O 2.809 -0.865 0.064 -0.48
C 1.663 -0.647 -0.325 0.50
S 1.189 1.163 -0.639 -0.08
C -0.454 0.917 0.366 -0.76
C -1.317 -0.039 -0.242 0.13
N -0.969 -1.285 -0.702 -0.43
S 0.446 -1.904 -0.226 0.01
H -0.780 1.914 0.823 0.38
H -0.293 0.418 1.346 0.33
H -2.294 0.327 -0.465 0.39
```

- HOMO level: -0.3462 Eh
- LUMO: -0.51 eV
- Molecular weight: 133.197 g/mol
- Gap between HOMO and LUMO: 8.907 eV
- Total charge: 0

Which one is most stable, and which one is least stable? model i is the most stable of them, while model ii is the least stable.

Model i:
Formula: C4H9NO
Source: OMol25
Level of theory: ωB97M-V/def2-TZVPD

The geometry in XYZ format:
```
15
Properties=species:S:1:pos:R:3:mulliken_charge:R:1
C 1.532 -0.155 -0.123 -0.81
C 0.950 0.438 -2.336 -0.22
N 0.551 0.011 -1.200 -0.17
H 1.266 0.566 0.693 0.25
H 2.612 -0.057 -0.324 0.39
H 1.205 -1.125 0.191 0.30
H 0.252 0.572 -3.207 0.24
H 1.888 0.831 -2.599 0.27
O -0.604 -1.642 2.177 -0.19
C -1.050 -0.981 1.260 0.41
C -1.714 0.423 1.286 -0.97
H -1.270 -1.262 0.171 0.37
H -2.754 0.426 1.587 0.38
H -1.685 1.026 0.441 0.39
H -1.180 0.929 1.982 0.38
```

- HOMO level (alpha / beta): -0.5579 / -0.5210 Eh
- <S²>: 0.760
- Spin multiplicity: 2
- LUMO (alpha / beta): -5.37 / -9.58 eV
- Molecular weight: 87.122 g/mol
- Gap between HOMO and LUMO (alpha / beta): 9.815 / 4.592 eV
- Total charge: +1

Model ii:
Formula: C4H9NO
Source: OMol25
Level of theory: ωB97M-V/def2-TZVPD

The geometry in XYZ format:
```
15
Properties=species:S:1:pos:R:3:mulliken_charge:R:1
C 0.193 1.708 -2.443 -1.07
C -0.126 0.890 -1.236 0.12
C 0.791 0.197 -0.459 -0.05
N 0.280 -0.479 0.695 -0.10
C 0.126 -1.706 0.651 -0.18
H 1.115 2.288 -2.152 0.30
H -0.476 2.441 -2.748 0.38
H 0.455 1.220 -3.442 0.31
H -1.260 0.743 -1.090 0.29
H 1.851 0.374 -0.493 0.38
H 0.611 -2.334 -0.129 0.29
H -0.015 -2.293 1.551 0.30
H -1.851 -1.084 4.246 0.34
H -0.724 -0.647 3.156 0.33
O -0.970 -1.318 3.894 -0.65
```

- HOMO level (alpha / beta): -0.5328 / -0.5327 Eh
- <S²>: 0.761
- Spin multiplicity: 2
- LUMO (alpha / beta): -4.80 / -8.37 eV
- Molecular weight: 87.122 g/mol
- Gap between HOMO and LUMO (alpha / beta): 9.696 / 6.120 eV
- Total charge: +1

Model iii:
Formula: C4H9NO
Source: OMol25
Level of theory: ωB97M-V/def2-TZVPD

The geometry in XYZ format:
```
15
Properties=species:S:1:pos:R:3:mulliken_charge:R:1
C -1.771 2.394 0.987 -0.61
C -1.250 1.655 0.006 0.35
N -1.985 0.642 -0.669 -0.22
H -2.798 2.704 1.191 0.30
H -1.142 2.886 1.753 0.28
H -0.237 1.877 -0.334 0.38
H -1.632 0.144 -1.421 0.27
H -2.968 0.636 -0.650 0.25
C 2.493 -0.818 -0.724 -0.73
C 1.907 -1.994 -0.187 0.23
O 0.760 -1.924 0.619 -0.43
H 3.138 -0.770 -1.562 0.28
H 2.146 0.017 -0.085 0.17
H 2.363 -3.045 -0.345 0.31
H 0.668 -0.972 0.699 0.18
```

- HOMO level (alpha / beta): -0.4359 / -0.4352 Eh
- <S²>: 0.768
- Spin multiplicity: 2
- LUMO (alpha / beta): -4.75 / -8.28 eV
- Molecular weight: 87.122 g/mol
- Gap between HOMO and LUMO (alpha / beta): 7.115 / 3.562 eV
- Total charge: +1

Which one is most stable, and which one is least stable? model ii is the most stable of them, while model i is the least stable.

Model i:
Formula: C7H14N3
Source: OMol25
Level of theory: ωB97M-V/def2-TZVPD

The geometry in XYZ format:
```
24
Properties=species:S:1:pos:R:3:mulliken_charge:R:1
H -0.874 3.165 0.459 0.27
N -1.473 2.359 0.344 -0.51
C -1.283 1.169 0.212 0.40
C -2.247 0.142 -0.192 -0.67
C -1.478 -0.991 -0.883 -0.36
N -0.254 -1.013 -0.010 -0.21
C -0.431 -1.787 1.288 -0.88
N 0.131 0.333 0.158 -0.08
C 1.502 0.716 -0.019 0.94
C 1.904 1.930 0.367 -1.05
C 2.375 -0.177 -0.893 -1.62
H -2.664 -0.157 0.765 0.26
H -3.019 0.711 -0.738 0.42
H -2.012 -2.001 -0.892 0.35
H -1.252 -0.503 -1.838 0.32
H 0.605 -1.486 -0.527 0.45
H 0.549 -1.843 1.836 0.31
H -1.335 -1.449 1.763 0.34
H -0.656 -2.784 1.132 0.47
H 1.221 2.584 0.945 0.22
H 2.948 1.994 0.256 0.34
H 1.780 -0.315 -1.768 0.48
H 2.746 -1.056 -0.549 0.38
H 3.218 0.459 -1.218 0.41
```

- HOMO level: -0.4592 Eh
- LUMO: -2.96 eV
- Molecular weight: 140.210 g/mol
- Gap between HOMO and LUMO: 9.534 eV
- Total charge: +1

Model ii:
Formula: C7H14N3
Source: OMol25
Level of theory: ωB97M-V/def2-TZVPD

The geometry in XYZ format:
```
24
Properties=species:S:1:pos:R:3:mulliken_charge:R:1
C 0.253 -1.938 -0.524 -0.04
C -0.818 0.659 -0.218 0.13
C -1.259 1.817 -0.770 -1.32
C 1.733 -0.048 -0.167 0.82
C 2.520 0.698 -1.174 -1.22
C 1.779 0.441 1.270 -0.88
C -2.357 -0.402 1.273 -0.70
N 1.240 -1.167 -0.533 -0.21
N -0.997 -1.701 -0.247 -0.37
N -1.691 -0.431 -0.078 0.03
H 0.399 -2.954 -0.625 0.46
H -2.173 1.900 -1.354 0.24
H -0.797 2.776 -0.991 0.29
H 2.322 0.472 -2.230 0.36
H 3.627 0.484 -1.100 0.36
H 2.434 1.816 -0.935 0.31
H 2.902 0.555 1.553 0.36
H 1.167 -0.288 1.948 0.25
H 1.291 1.432 1.437 0.30
H -2.433 -1.461 1.509 0.35
H -1.671 0.305 1.787 0.32
H -3.293 0.082 1.079 0.36
H -1.627 -2.510 -0.052 0.31
H -2.552 -0.536 -0.858 0.48
```

- HOMO level: -0.4235 Eh
- LUMO: -3.94 eV
- Molecular weight: 140.210 g/mol
- Gap between HOMO and LUMO: 7.581 eV
- Total charge: +1

Model iii:
Formula: C7H14N3
Source: OMol25
Level of theory: ωB97M-V/def2-TZVPD

The geometry in XYZ format:
```
24
Properties=species:S:1:pos:R:3:mulliken_charge:R:1
C 3.087 -1.150 -0.061 -0.94
N 2.535 0.182 0.017 -0.11
C 1.251 0.479 0.032 0.62
N 0.961 1.820 0.120 -0.56
C -0.215 2.217 -0.159 -0.11
C -1.299 1.314 -0.624 -0.88
C -1.140 -0.085 -0.001 0.95
C -1.877 -1.136 -0.824 -1.80
C -1.626 -0.088 1.450 -1.50
N 0.293 -0.429 -0.012 -0.11
H 2.889 -1.709 0.856 0.33
H 4.162 -1.080 -0.194 0.31
H 2.670 -1.693 -0.911 0.34
H 3.166 0.971 0.071 0.31
H -0.399 3.279 -0.067 0.46
H -2.276 1.726 -0.379 0.48
H -1.238 1.256 -1.717 0.37
H -1.782 -2.118 -0.367 0.46
H -1.487 -1.183 -1.838 0.45
H -2.933 -0.891 -0.875 0.40
H -1.459 -1.059 1.908 0.38
H -2.691 0.122 1.485 0.41
H -1.106 0.667 2.037 0.39
H 0.516 -1.413 0.053 0.35
```

- HOMO level: -0.5270 Eh
- LUMO: -3.98 eV
- Molecular weight: 140.210 g/mol
- Gap between HOMO and LUMO: 10.356 eV
- Total charge: +1

Model iv:
Formula: C7H14N3
Source: OMol25
Level of theory: ωB97M-V/def2-TZVPD

The geometry in XYZ format:
```
24
Properties=species:S:1:pos:R:3:mulliken_charge:R:1
C -2.083 0.896 0.858 -0.40
C -0.975 0.333 1.473 -0.44
C -0.358 0.990 -0.461 -0.25
C 0.500 -2.770 1.032 -1.08
C -2.551 1.981 -1.305 -0.84
C 2.246 -0.493 -1.360 -0.79
C 1.344 -0.110 0.975 -0.16
N -1.653 1.325 -0.361 0.10
N 0.108 0.299 0.661 0.27
N 2.425 -0.068 0.134 -0.19
H -3.119 0.776 1.110 0.42
H -0.992 -0.213 2.396 0.40
H 0.362 1.312 -1.194 0.25
H -0.277 -3.085 1.560 0.46
H 0.353 -2.587 0.034 0.35
H 1.461 -3.152 1.427 0.30
H -3.162 1.281 -1.796 0.37
H -3.335 2.639 -0.744 0.31
H -1.944 2.480 -2.010 0.34
H 3.223 -0.812 -1.654 0.37
H 1.488 -1.320 -1.302 0.23
H 2.090 0.508 -1.978 0.27
H 1.545 -0.412 1.972 0.45
H 3.305 0.205 0.534 0.26
```

- HOMO level (alpha / beta): -0.4466 / -0.3928 Eh
- LUMO (alpha / beta): -3.87 / -3.21 eV
- Molecular weight: 140.210 g/mol
- Gap between HOMO and LUMO (alpha / beta): 8.287 / 7.482 eV
- Total charge: +1

Which one is most stable, and which one is least stable? model iii is the most stable of them, while model ii is the least stable.

Model i:
Formula: C2H5IO
Source: OMol25
Level of theory: ωB97M-V/def2-TZVPD

The geometry in XYZ format:
```
9
Properties=species:S:1:pos:R:3:mulliken_charge:R:1
C -1.178 1.876 -0.763 -0.46
C -1.294 0.681 -0.195 -0.16
I -3.377 -0.110 0.069 -0.02
H -2.044 2.495 -0.875 0.27
H -0.140 2.393 -0.805 0.21
H -0.733 -0.070 0.244 0.16
O 0.530 -2.006 0.103 -0.62
H 0.644 -1.309 0.677 0.32
H 1.049 -1.893 -0.649 0.31
```

- HOMO level: -0.3385 Eh
- LUMO: 0.33 eV
- Molecular weight: 171.965 g/mol
- Gap between HOMO and LUMO: 9.542 eV
- Total charge: 0

Model ii:
Formula: C2H5IO
Source: OMol25
Level of theory: ωB97M-V/def2-TZVPD

The geometry in XYZ format:
```
9
Properties=species:S:1:pos:R:3:mulliken_charge:R:1
C -0.622 0.730 0.356 -0.70
C -0.626 -0.546 -0.150 0.26
O -1.634 -1.449 0.088 -0.47
H 0.273 1.465 0.398 0.08
H -1.361 1.097 1.004 0.24
H -0.047 -0.962 -0.980 0.30
H -2.264 -1.222 0.717 0.28
I 3.262 0.546 0.069 -0.10
H 3.020 0.341 -1.501 0.10
```

- HOMO level: -0.3289 Eh
- LUMO: 0.59 eV
- Molecular weight: 171.965 g/mol
- Gap between HOMO and LUMO: 9.537 eV
- Total charge: 0

Which one is most stable, and which one is least stable? model ii is the most stable of them, while model i is the least stable.

Model i:
Formula: C2H5IO
Source: OMol25
Level of theory: ωB97M-V/def2-TZVPD

The geometry in XYZ format:
```
9
Properties=species:S:1:pos:R:3:mulliken_charge:R:1
C -0.232 0.322 0.669 -0.90
C -0.365 -0.188 -0.561 0.26
O -0.188 -1.484 -0.781 -0.43
H -0.623 1.150 1.111 0.28
H 0.144 -0.313 1.499 0.17
H -0.771 0.289 -1.450 0.34
H 0.243 -1.710 0.064 0.28
I 3.793 -0.037 0.156 -0.11
H 3.833 -0.100 -1.505 0.11
```

- HOMO level: -0.3274 Eh
- LUMO: 0.42 eV
- Molecular weight: 171.965 g/mol
- Gap between HOMO and LUMO: 9.328 eV
- Total charge: 0

Model ii:
Formula: C2H5IO
Source: OMol25
Level of theory: ωB97M-V/def2-TZVPD

The geometry in XYZ format:
```
9
Properties=species:S:1:pos:R:3:mulliken_charge:R:1
C 0.510 -0.202 0.972 -1.18
C -0.147 0.182 -0.285 -0.01
O 0.099 -0.715 -1.226 -0.41
I 0.272 2.162 -1.049 -0.02
H 1.512 -0.409 0.736 0.36
H 0.435 0.509 1.753 0.42
H -0.088 -0.892 1.401 0.34
H -2.251 -0.109 -0.203 0.10
H -0.341 -0.525 -2.099 0.39
```

- HOMO level (alpha / beta): -0.3414 / -0.3049 Eh
- LUMO (alpha / beta): -0.40 / -0.53 eV
- Molecular weight: 171.965 g/mol
- Gap between HOMO and LUMO (alpha / beta): 8.892 / 7.769 eV
- Total charge: 0

Model iii:
Formula: C2H5IO
Source: OMol25
Level of theory: ωB97M-V/def2-TZVPD

The geometry in XYZ format:
```
9
Properties=species:S:1:pos:R:3:mulliken_charge:R:1
C -0.852 0.076 1.412 -0.66
C -0.233 0.097 0.263 0.23
O 1.032 -0.633 0.163 -0.45
H -1.839 0.556 1.621 0.24
H -0.261 -0.464 2.181 0.17
H -0.113 0.789 -0.596 0.14
H 1.526 -0.545 0.978 0.27
I 0.909 0.596 -3.181 -0.07
H -0.170 -0.472 -2.842 0.11
```

- HOMO level: -0.3560 Eh
- LUMO: 0.73 eV
- Molecular weight: 171.965 g/mol
- Gap between HOMO and LUMO: 10.415 eV
- Total charge: 0

Which one is most stable, and which one is least stable? model i is the most stable of them, while model ii is the least stable.